Below is a single C23H21BrO2 molecule in a non-equilibrium geometry, with properties calculated with ωB97M-V with the def2-TZVPD basis set.

E_LUMO ... 0.02712 Ha
Kohn-Sham gap ... 9.6 eV
Structure (SMILES) ... CCOC(=O)[C@@H](c1ccc(Br)cc1)C(c1ccccc1)c1ccccc1

The geometry in ORCA input format:
```
! wB97M-V def2-TZVPD RIJCOSX def2/J DEFGRID3
* xyz 0 1
C -4.0080 1.9349 -1.3965
C -2.6955 2.5417 -0.9950
O -1.7832 1.4136 -1.0844
C -0.5523 1.7665 -0.7099
O -0.2766 2.9343 -0.4790
C 0.3662 0.5584 -0.5595
C 1.8591 0.9821 -0.8144
C 2.3137 2.2992 -0.9345
C 3.6350 2.6083 -1.2947
C 4.5501 1.5970 -1.5859
Br 6.3600 2.0041 -1.9683
C 4.0884 0.2796 -1.5337
C 2.7648 -0.0278 -1.1868
C -0.0997 -0.1317 0.7048
C -1.5727 -0.6697 0.6104
C -2.5975 -0.1597 1.4137
C -3.9161 -0.6012 1.2781
C -4.2160 -1.6718 0.4322
C -3.1766 -2.2725 -0.2819
C -1.8639 -1.7803 -0.1742
C 0.8657 -1.1810 1.2453
C 2.0192 -0.6816 1.8656
C 3.1007 -1.5042 2.1777
C 3.0138 -2.8846 1.9431
C 1.8083 -3.4095 1.4717
C 0.7094 -2.5728 1.2198
H -4.8085 2.6612 -1.2503
H -3.9862 1.6576 -2.4610
H -4.2356 1.0488 -0.7852
H -2.3674 3.3417 -1.6824
H -2.7042 2.9267 0.0408
H 0.1382 -0.1013 -1.4247
H 1.6321 3.1372 -0.8154
H 3.9389 3.6402 -1.3666
H 4.7753 -0.5076 -1.7837
H 2.4205 -1.0572 -1.2771
H -0.1369 0.6175 1.5241
H -2.3650 0.6082 2.1658
H -4.7169 -0.1237 1.8543
H -5.2458 -2.0310 0.3272
H -3.3711 -3.1436 -0.9037
H -1.0512 -2.3072 -0.6826
H 2.0599 0.3831 2.0747
H 3.9958 -1.0673 2.6107
H 3.8769 -3.5309 2.1353
H 1.7092 -4.4895 1.3318
H -0.2544 -3.0344 1.0043
*
```

=====

Below is a single C16H32O molecule, with properties calculated with ωB97M-V with the def2-TZVPD basis set.

E_LUMO ... 0.03297 Ha
Kohn-Sham gap ... 10.6 eV
Structure (SMILES) ... CCCCCCCCCCCCCCCC=O
Energy relative to the best compared isomer or geometry (same formula, charge and spin) ... 4.7 kcal/mol

The geometry in ORCA input format:
```
! wB97M-V def2-TZVPD RIJCOSX def2/J DEFGRID3
* xyz 0 1
C -3.0496 -3.3535 0.6015
C -4.3678 -2.6582 0.9254
C -5.0911 -2.1103 -0.3132
C -4.8575 -0.6200 -0.5697
C -3.4137 -0.2761 -0.9266
C -3.2391 1.1691 -1.3969
C -3.5627 2.2308 -0.3446
C -2.6975 2.2021 0.9179
C -1.2160 2.5265 0.6811
C -0.3238 1.2924 0.5538
C 1.1412 1.6738 0.3539
C 2.0410 0.4467 0.2287
C 3.5063 0.8298 0.0352
C 4.4047 -0.3982 -0.0910
C 5.8728 -0.0082 -0.2712
C 6.7475 -1.2070 -0.4813
O 7.7988 -1.4081 0.0570
H -2.5820 -3.7194 1.5135
H -3.2228 -4.2033 -0.0557
H -2.3556 -2.6785 0.1090
H -5.0157 -3.3805 1.4275
H -4.1878 -1.8436 1.6301
H -6.1667 -2.2574 -0.1891
H -4.7857 -2.6813 -1.1927
H -5.5057 -0.3067 -1.3928
H -5.1599 -0.0620 0.3186
H -2.7717 -0.4568 -0.0650
H -3.0852 -0.9381 -1.7325
H -3.8925 1.3367 -2.2577
H -2.2125 1.3088 -1.7410
H -3.4577 3.2141 -0.8114
H -4.6084 2.1281 -0.0476
H -2.7847 1.2311 1.4070
H -3.1123 2.9431 1.6057
H -1.1178 3.1388 -0.2179
H -0.8439 3.1225 1.5181
H -0.6478 0.6782 -0.2867
H -0.4155 0.6887 1.4604
H 1.4755 2.2817 1.1981
H 1.2353 2.2837 -0.5479
H 1.7105 -0.1586 -0.6188
H 1.9438 -0.1653 1.1284
H 3.6030 1.4433 -0.8638
H 3.8356 1.4332 0.8839
H 4.0810 -0.9978 -0.9452
H 4.3034 -1.0141 0.8052
H 5.9691 0.6181 -1.1637
H 6.2345 0.5619 0.5861
H 6.3340 -1.9305 -1.2138
*
```

=====

Below is an isolated ion of composition C3H6Cl2N and charge +1 in a non-equilibrium geometry, with properties calculated with ωB97M-V with the def2-TZVPD basis set.

E_LUMO (spin up / spin down) ... -0.18881 / -0.18541 Ha
Kohn-Sham gap (spin up / spin down) ... 7.9 / 8.9 eV
Energy relative to the best compared isomer or geometry (same formula, charge and spin) ... 82.1 kcal/mol

The geometry in ORCA input format:
```
! wB97M-V def2-TZVPD RIJCOSX def2/J DEFGRID3
* xyz 1 1
C -0.1018 -0.8074 0.6073
C 0.6000 1.1731 -0.2408
C -0.1651 -0.9489 -0.9614
N -0.2933 0.6725 0.8315
Cl 0.9251 -2.0114 -1.6890
Cl -1.6690 -0.7680 -1.8678
H -0.8456 -1.5708 1.1132
H 0.9827 -1.1815 0.8102
H 1.6783 1.3951 -0.0447
H 0.1647 1.7481 -0.9625
H -1.2364 1.1410 0.7071
H -0.0394 1.1582 1.6968
*
```

=====

| no. | M (g/mol) |
| --- | --- |
| 1 | 409.32 |
| 2 | 240.43 |
| 3 | 126.99 |